1.
The following is a DFT calculation (the ωB97M-V functional and the def2-TZVPD basis) of a molecular structure, C38H60N6O3SSn.

Output
DFT total energy = -72126.33985 eV
2S+1 = 1
Total charge = 0
HOMO energy = -6.2 eV

Last column: Mulliken charge in e.
Geometry (Å):
Sn (0.419, 0.542, -0.874)  1.14
C (1.370, -3.186, -0.326)  -1.07
N (0.345, -2.460, 0.406)  0.69
C (-0.911, -3.191, 0.422)  -1.16
C (0.807, -2.111, 1.738)  -1.07
C (-0.011, -0.996, 2.367)  -1.02
N (0.243, 0.347, 1.801)  1.92
C (1.436, 0.876, 2.479)  -2.59
C (2.155, 2.052, 1.830)  3.46
C (2.939, 2.823, 2.871)  -1.59
C (3.950, 3.606, 2.500)  -0.41
C (4.370, 3.590, 1.090)  -0.71
C (3.985, 2.681, 0.184)  0.49
C (3.099, 1.622, 0.698)  -0.50
O (3.070, 0.483, 0.277)  -0.61
C (4.508, 2.760, -1.258)  2.10
C (3.903, 1.704, -2.191)  -2.19
C (6.034, 2.586, -1.267)  -1.78
C (4.138, 4.146, -1.821)  -1.54
C (4.630, 4.602, 3.427)  1.81
C (4.208, 4.400, 4.882)  -2.07
C (4.209, 6.011, 2.977)  -1.47
C (6.156, 4.460, 3.343)  -1.69
C (-0.928, 1.211, 2.030)  -2.80
C (-1.145, 2.403, 1.076)  2.51
C (-1.435, 3.623, 1.790)  -0.52
C (-2.107, 4.625, 1.184)  -0.62
C (-2.763, 4.303, -0.037)  -0.15
C (-2.850, 3.050, -0.613)  -0.20
C (-1.999, 2.066, -0.076)  0.21
O (-1.756, 0.924, -0.612)  -1.19
C (-3.720, 2.906, -1.872)  2.54
C (-3.707, 1.509, -2.505)  -2.04
C (-3.225, 3.905, -2.936)  -1.37
C (-5.177, 3.230, -1.507)  -1.84
C (-2.149, 6.025, 1.797)  2.24
C (-2.778, 7.049, 0.849)  -2.14
C (-0.711, 6.479, 2.104)  -1.66
C (-2.963, 5.994, 3.098)  -1.82
H (1.654, -4.127, 0.174)  0.32
H (2.256, -2.557, -0.428)  0.22
H (1.006, -3.421, -1.327)  0.32
H (-0.854, -4.105, 1.038)  0.33
H (-1.170, -3.477, -0.597)  0.38
H (-1.720, -2.565, 0.799)  0.24
H (1.850, -1.794, 1.664)  0.45
H (0.769, -2.989, 2.406)  0.47
H (0.201, -0.976, 3.446)  0.24
H (-1.069, -1.228, 2.258)  0.55
H (2.167, 0.073, 2.579)  0.59
H (1.140, 1.185, 3.491)  0.29
H (2.533, 2.827, 3.875)  0.49
H (5.058, 4.364, 0.769)  0.47
H (4.131, 0.691, -1.865)  0.35
H (4.315, 1.849, -3.193)  0.63
H (2.816, 1.807, -2.255)  0.22
H (6.309, 1.594, -0.900)  0.40
H (6.529, 3.331, -0.643)  0.26
H (6.412, 2.691, -2.288)  0.47
H (3.082, 4.361, -1.642)  0.12
H (4.331, 4.174, -2.897)  0.50
H (4.727, 4.940, -1.355)  0.34
H (3.138, 4.576, 5.017)  0.33
H (4.741, 5.110, 5.518)  0.46
H (4.442, 3.390, 5.224)  0.40
H (3.120, 6.101, 2.978)  0.18
H (4.560, 6.229, 1.965)  0.33
H (4.624, 6.764, 3.651)  0.48
H (6.463, 3.441, 3.592)  0.36
H (6.631, 5.144, 4.049)  0.47
H (6.539, 4.695, 2.348)  0.28
H (-0.898, 1.593, 3.058)  -0.01
H (-1.815, 0.586, 1.944)  0.68
H (-0.934, 3.776, 2.738)  0.28
H (-3.283, 5.107, -0.544)  0.35
H (-2.717, 1.260, -2.891)  0.24
H (-4.422, 1.500, -3.333)  0.53
H (-3.991, 0.734, -1.793)  0.32
H (-2.138, 3.853, -3.029)  0.10
H (-3.489, 4.934, -2.682)  0.33
H (-3.673, 3.676, -3.907)  0.47
H (-5.571, 2.487, -0.807)  0.39
H (-5.802, 3.222, -2.404)  0.47
H (-5.265, 4.213, -1.041)  0.27
H (-2.233, 7.096, -0.097)  0.40
H (-2.740, 8.038, 1.311)  0.44
H (-3.828, 6.823, 0.643)  0.39
H (-0.082, 6.366, 1.218)  0.27
H (-0.268, 5.882, 2.905)  0.35
H (-0.703, 7.527, 2.421)  0.49
H (-4.004, 5.727, 2.900)  0.36
H (-2.945, 6.977, 3.578)  0.48
H (-2.553, 5.265, 3.800)  0.30
C (-0.609, 1.496, -6.806)  -1.37
C (-0.275, 1.873, -5.410)  1.08
N (-0.055, 3.072, -4.974)  -1.19
N (0.193, 2.887, -3.641)  1.22
C (0.144, 1.638, -3.214)  -0.99
S (0.380, 4.097, -0.858)  -0.94
N (-0.155, 0.978, -4.362)  0.66
N (-0.347, -0.404, -4.411)  -0.95
H (-0.564, 2.387, -7.428)  0.37
H (-1.616, 1.077, -6.864)  0.29
H (0.093, 0.758, -7.197)  0.32
H (0.299, 3.659, -2.971)  0.03
H (-1.336, -0.610, -4.471)  0.24
H (0.131, -0.791, -5.212)  0.23
O (1.273, 3.045, 1.307)  0.07
C (0.376, 2.718, 0.218)  -0.22

=====

2.
The following is a DFT calculation (the ωB97M-V functional and the def2-TZVPD basis) of 2 unconnected molecules or ions with the total composition C9H11NOS.

Output
DFT total energy = -23877.78427 eV
2S+1 = 1
Total charge = 0
HOMO energy = -7.9 eV

Last column: Mulliken charge in e.
Geometry (Å):
C (-1.292, -1.363, 2.456)  -0.29
C (0.062, -1.578, 2.485)  -0.66
C (-1.847, -0.656, 1.414)  -0.65
C (0.919, -0.999, 1.536)  -0.53
C (-1.014, -0.227, 0.393)  -0.21
C (0.386, -0.246, 0.466)  0.70
C (1.287, 0.077, -0.574)  -0.67
C (0.379, -0.990, -3.120)  -0.46
C (0.901, 2.707, 0.174)  -0.83
N (-1.088, -1.154, -3.108)  0.05
O (-1.639, -0.111, -3.464)  -0.32
S (1.699, 1.593, -1.016)  0.07
H (-2.038, -1.665, 3.153)  0.37
H (0.311, -2.151, 3.345)  0.34
H (-2.902, -0.637, 1.441)  0.41
H (1.916, -1.045, 1.511)  0.62
H (-1.522, 0.256, -0.413)  0.36
H (0.703, -0.095, -3.685)  0.33
H (0.766, -1.168, -2.079)  0.19
H (0.860, -1.986, -3.572)  0.27
H (-0.149, 2.981, -0.103)  0.28
H (1.324, 3.766, 0.006)  0.33
H (0.908, 2.257, 1.238)  0.27

=====

3.
The following is a DFT calculation (the ωB97M-V functional and the def2-TZVPD basis) of a gas-phase ion, C4H9O2 (charge -1).

Output
SMILES string = C[C@@H]([O-])CCO
DFT total energy = -8387.89237 eV
2S+1 = 1
Total charge = -1
HOMO energy = -2.8 eV

Last column: Mulliken charge in e.
Geometry (Å):
C (1.189, 0.362, -1.537)  -1.27
C (-0.162, 0.258, -0.745)  0.48
O (-0.941, -0.770, -1.117)  -0.92
C (0.404, -0.111, 0.695)  -0.76
C (-0.728, -0.187, 1.655)  -0.46
O (-1.921, -0.867, 1.110)  -0.62
H (1.995, 0.349, -0.869)  0.39
H (1.205, -0.474, -2.244)  0.31
H (1.218, 1.358, -2.118)  0.25
H (-0.691, 1.317, -0.733)  0.16
H (0.730, -1.117, 0.545)  0.17
H (1.088, 0.730, 0.690)  0.40
H (-1.135, 0.802, 2.007)  0.22
H (-0.438, -0.733, 2.576)  0.22
H (-1.812, -0.917, 0.086)  0.43

=====

4.
The following is a DFT calculation (the ωB97M-V functional and the def2-TZVPD basis) of a single C6H6N2O3S molecule.

Output
DFT total energy = -26271.02864 eV
2S+1 = 1
Total charge = 0
HOMO energy (spin up / spin down) = -10.1 / -10.1 eV

Last column: Mulliken charge in e.
Geometry (Å):
C (-0.886, -0.896, -0.093)  1.02
C (0.280, -0.128, -0.008)  0.00
C (-0.170, 1.266, -0.085)  0.35
C (-2.063, -0.021, -0.185)  -0.10
C (-0.987, -2.362, 0.027)  -1.30
C (0.801, 2.481, -0.122)  -0.88
N (-1.446, 1.474, -0.365)  -0.63
N (1.541, -0.608, 0.132)  0.88
O (1.812, -1.800, 0.009)  -0.62
O (2.439, 0.223, 0.361)  -0.60
O (-4.534, 0.809, 0.013)  -0.44
S (-3.676, -0.349, 0.138)  0.36
H (-1.023, -2.822, -0.923)  0.31
H (-1.928, -2.566, 0.560)  0.40
H (-0.073, -2.661, 0.421)  0.40
H (1.571, 2.244, 0.707)  0.31
H (0.159, 3.413, 0.239)  0.30
H (1.122, 2.630, -1.159)  0.26

=====

5.
The following is a DFT calculation (the ωB97M-V functional and the def2-TZVPD basis) of a single CH3NO3 molecule.

Output
SMILES string = C=[N+]([O-])OO
DFT total energy = -8711.46142 eV
2S+1 = 1
Total charge = 0
HOMO energy = -9.8 eV

Last column: Mulliken charge in e.
Geometry (Å):
C (1.423, 0.211, 0.060)  -0.40
N (0.284, -0.357, 0.039)  0.69
O (-0.186, -1.440, 0.055)  -0.61
O (-0.881, 0.781, -0.106)  -0.27
O (-2.117, 0.279, 0.194)  -0.30
H (1.610, 1.378, 0.075)  0.26
H (2.209, -0.509, 0.214)  0.29
H (-2.341, -0.343, -0.532)  0.34

=====

6.
The following is a DFT calculation (the ωB97M-V functional and the def2-TZVPD basis) of a gas-phase ion, C7H15N (charge +1).

Output
DFT total energy = -8982.51617 eV
2S+1 = 2
Total charge = +1
HOMO energy (spin up / spin down) = -14.0 / -14.8 eV

Last column: Mulliken charge in e.
Geometry (Å):
C (1.439, -2.152, -1.897)  -1.21
C (1.227, -1.062, -0.978)  -0.15
C (-0.286, -0.895, -0.665)  -0.71
N (-0.849, 1.951, -0.923)  -0.39
C (-0.738, 1.366, 0.369)  1.21
C (-0.482, 0.046, 0.490)  0.13
C (-0.382, -0.566, 1.905)  -1.36
C (-0.839, 2.248, 1.610)  -1.57
H (2.211, -1.734, -2.641)  0.30
H (1.566, -3.226, -1.508)  0.33
H (0.650, -2.358, -2.629)  0.39
H (1.534, -0.136, -1.595)  0.19
H (1.780, -1.051, -0.009)  0.31
H (-0.543, -1.948, -0.623)  0.46
H (-0.776, -0.345, -1.586)  0.11
H (-1.416, 1.531, -1.596)  0.27
H (-1.106, 2.972, -0.722)  0.33
H (0.593, -1.185, 2.034)  0.32
H (-1.320, -1.044, 2.258)  0.33
H (-0.130, 0.046, 2.793)  0.38
H (0.061, 2.017, 2.244)  0.39
H (-1.643, 2.343, 2.276)  0.41
H (-0.551, 3.181, 1.393)  0.53

=====

7.
The following is a DFT calculation (the ωB97M-V functional and the def2-TZVPD basis) of 2 unconnected molecules or ions with the total composition C6H11N3O2.

Output
SMILES string = [H]/N=C(/C)OC.C/C=N/N=C=O
DFT total energy = -14963.03439 eV
2S+1 = 1
Total charge = 0
HOMO energy = -9.6 eV

Last column: Mulliken charge in e.
Geometry (Å):
H (0.642, 2.287, 0.606)  0.27
N (0.980, 1.991, -0.324)  -0.61
C (0.029, 1.592, -1.023)  0.68
C (0.361, 1.090, -2.343)  -1.08
O (-1.296, 1.412, -0.869)  -0.29
C (-1.917, 1.744, 0.333)  -0.83
H (1.305, 1.464, -2.706)  0.34
H (-0.320, 1.476, -3.079)  0.38
H (0.332, -0.017, -2.370)  0.21
H (-2.912, 1.628, 0.136)  0.29
H (-1.749, 2.815, 0.473)  0.40
H (-1.653, 1.094, 1.187)  0.26
C (1.999, -1.208, 2.053)  -1.06
C (1.066, -1.452, 0.924)  0.28
N (0.086, -2.273, 1.085)  -0.48
N (-0.705, -2.539, 0.046)  0.02
C (-1.607, -3.210, -0.346)  0.45
O (-2.479, -3.692, -1.015)  -0.50
H (1.801, -0.306, 2.604)  0.24
H (3.039, -1.099, 1.747)  0.31
H (1.890, -1.983, 2.815)  0.35
H (1.108, -0.815, 0.068)  0.37

=====

8.
The following is a DFT calculation (the ωB97M-V functional and the def2-TZVPD basis) of 2 unconnected molecules or ions with the total composition C6H14N2O2.

Output
SMILES string = CNC(C)=O.CNC(C)=O
DFT total energy = -13524.82594 eV
2S+1 = 1
Total charge = 0
HOMO energy = -9.2 eV

Last column: Mulliken charge in e.
Geometry (Å):
C (0.934, 2.214, 0.243)  -0.87
N (1.389, 1.492, 1.394)  -0.20
C (1.554, 0.125, 1.406)  0.81
C (1.672, -0.421, 2.814)  -1.30
O (1.784, -0.509, 0.399)  -0.61
H (1.414, 3.183, 0.150)  0.33
H (1.101, 1.668, -0.681)  0.33
H (-0.143, 2.405, 0.225)  0.25
H (1.115, 1.871, 2.287)  0.23
H (0.706, -0.574, 3.282)  0.31
H (2.129, -1.412, 2.788)  0.34
H (2.346, 0.206, 3.359)  0.39
C (-0.516, -2.525, -1.361)  -0.97
N (-0.717, -1.112, -1.470)  -0.14
C (-1.984, -0.630, -1.645)  0.79
C (-2.110, 0.866, -1.570)  -0.98
O (-2.947, -1.365, -1.778)  -0.64
H (-0.483, -2.853, -0.320)  0.30
H (-1.249, -3.181, -1.816)  0.33
H (0.495, -2.793, -1.672)  0.33
H (0.025, -0.469, -1.265)  0.17
H (-1.692, 1.273, -0.651)  0.08
H (-1.678, 1.411, -2.402)  0.36
H (-3.144, 1.131, -1.715)  0.35